(1)
C20H29BBrCoF2NO10P2S2 as an isolated structure, computed with ωB97M-V/def2-TZVPD.

Geometry as XYZ:
```
69
Properties=species:S:1:pos:R:3:forces:R:3:lowdin_spin:R:1
H -1.668356 -3.205280 2.993099 0.0175 -0.0512 0.0197 0.00
S -1.394021 0.071642 -5.403857 0.0925 -0.1093 0.0495 0.00
H 0.000034 -2.593086 -6.077736 0.0062 0.0117 -0.0215 0.00
H -3.289341 0.695253 5.144136 -0.0235 0.0474 -0.0429 0.00
P 0.364506 0.151060 -4.542488 0.1164 0.0941 0.0430 0.01
H 3.198589 0.693202 -3.406464 0.0062 0.0265 0.0217 0.00
H 2.296347 -1.807349 -6.736644 -0.0009 0.0294 -0.1261 0.00
O 2.053829 -0.294327 0.139115 -0.0122 0.0635 -0.1247 0.03
C 1.436962 -0.626680 3.637074 0.0466 0.0649 -0.1664 0.00
C 2.181621 -0.434039 1.392509 -0.0762 0.0189 0.1797 0.00
C -1.443378 3.145031 2.302885 0.0213 0.0663 0.0699 0.02
H 2.304509 1.669564 -2.254037 0.0543 -0.0298 -0.0167 0.00
O 0.799673 1.700069 -4.548022 0.0711 0.1169 -0.0183 0.00
H 3.241162 1.371914 -5.875236 -0.0038 0.0220 -0.0011 0.00
Co -0.021932 -0.177823 -0.397564 0.1642 -0.3130 0.2008 2.05
C 3.192054 -2.070423 -4.817656 -0.0220 0.0100 0.0019 0.00
H -2.331161 3.459436 4.257335 -0.0040 -0.0255 -0.0688 0.02
H -3.625280 0.038264 2.001655 0.0048 0.0333 0.0060 0.01
H 3.608727 -3.051794 -5.066073 -0.0050 0.0472 0.0276 0.00
C -2.427667 -2.528720 -2.205184 0.1109 0.0169 -0.0051 0.00
B -2.271693 0.383079 -0.144358 -0.1406 -0.1301 -0.0817 -0.02
F -3.201342 -0.610729 -0.100201 0.1073 0.1486 0.0749 -0.01
C 3.390021 -0.714174 2.173468 -0.2228 0.0479 -0.0495 0.00
H -2.728244 -2.631144 1.680132 0.0550 -0.0321 0.0124 0.00
H 3.962007 -1.311311 -4.978016 -0.0361 -0.0429 -0.0043 0.00
C -1.412083 2.367844 1.192523 0.0292 -0.0882 -0.0641 0.17
H 3.775557 2.325750 -3.003916 -0.0553 -0.0252 -0.0385 0.00
H -2.015614 -1.555147 -2.467731 0.0381 -0.0111 0.0262 0.00
C 1.921384 -3.290219 -0.606352 -0.0744 0.0570 0.0639 0.00
O -0.099221 -0.085077 1.798945 -0.1438 0.1935 -0.0840 0.03
C -3.929059 1.211504 4.422034 0.0563 0.0320 -0.0367 0.00
H -3.505660 -2.438083 -2.080913 -0.0114 -0.0309 0.0504 0.00
C 2.880190 2.365491 -5.609686 -0.0323 -0.0115 -0.0962 0.00
H -1.483513 -1.548217 2.384969 0.0126 -0.0286 -0.0281 0.00
N -2.276972 1.293738 1.004326 -0.0616 0.1151 -0.0186 0.15
C 1.978059 -1.792835 -5.692713 0.0079 0.0495 0.1247 0.00
C -3.065701 0.954090 2.114288 -0.0178 -0.0655 -0.0516 0.16
H 1.286863 -3.807973 -5.869144 -0.0099 0.0365 0.0057 0.00
C -3.112266 1.690412 3.251247 -0.0075 0.0123 0.0722 0.04
H 2.251344 2.732439 -6.424128 0.0421 -0.0063 0.0372 0.00
S 0.613363 -0.692910 -2.751990 0.1568 -0.0916 -0.2102 0.02
C 0.896417 -2.849357 -5.514516 -0.0306 0.0931 0.1232 0.00
C 1.053573 -0.342150 2.258009 0.2724 -0.0471 -0.0747 0.00
F -1.993451 0.848419 -1.394857 -0.0132 -0.0033 0.1873 0.01
H 2.429928 -4.030432 -1.221483 -0.0311 -0.0376 -0.0139 0.00
H 1.810180 3.336822 -4.047221 -0.0335 0.0628 0.0553 0.00
H -0.724586 3.949223 2.380416 -0.0121 -0.0147 0.0075 0.00
C -1.721927 -2.575404 2.108413 -0.1658 0.0472 -0.0475 0.00
O 0.715135 -0.687884 4.622351 -0.1010 -0.0125 0.1851 0.00
C 2.928784 -0.843674 3.606086 -0.1383 0.0335 -0.2063 0.00
C 2.083031 2.314819 -4.315922 -0.0228 -0.1490 0.0359 0.00
O 0.517979 -3.452664 -0.851022 0.0526 -0.0284 -0.0430 0.00
H 2.904761 -2.057522 -3.765718 0.0112 -0.0026 -0.0074 0.00
H -4.710372 0.519710 4.104543 0.0158 -0.0044 0.0129 0.00
P -0.577896 -2.419168 -0.274094 -0.2044 -0.1280 -0.0876 -0.01
H -4.400047 2.054332 4.933926 -0.0139 -0.0262 -0.0075 0.00
Br -0.005576 2.598909 -0.049613 -0.0590 0.0348 -0.0685 0.04
O -1.883327 -3.049659 -0.987125 -0.0659 0.0315 -0.0358 0.00
H 0.624515 -2.947491 -4.461208 -0.0082 0.0008 -0.0722 0.00
C -2.332695 2.865406 3.351775 -0.0064 0.0029 0.0979 0.27
H 3.734689 3.038679 -5.488967 -0.0328 -0.0411 -0.0011 0.00
H 2.263649 -2.290963 -0.869143 -0.0384 0.0273 -0.0092 0.00
C 2.885289 1.711560 -3.175397 -0.0649 0.0150 0.0296 0.00
O -0.763670 -3.091551 1.181598 0.1029 0.0151 0.0275 0.00
O 1.551418 -0.430761 -5.496835 -0.0567 -0.0758 -0.0310 0.01
O 3.635685 -1.091543 4.559419 0.1787 -0.0542 0.2570 0.00
O 4.538233 -0.836243 1.776558 0.1932 -0.0368 -0.0471 0.00
H 2.148909 -3.476723 0.445723 -0.0187 0.0065 -0.0020 0.00
H -2.208130 -3.226396 -3.015119 0.0346 0.0226 0.0033 0.00
```
Forces are in eV/Å.

Results
* relative energy (zero: lowest compared OMol25 entry of this formula, charge and spin): 19.0 kcal per mole
* net charge: -2
* M: 757.18 g mol⁻¹
* Kohn-Sham gap (spin up / spin down): 0.213 / 0.218 hartree
* multiplicity: 4

(2)
An isolated ion of composition C6H7ClN and charge +1 at a distorted geometry, computed with ωB97M-V/def2-TZVPD.

Geometry as XYZ:
```
15
Properties=species:S:1:pos:R:3:forces:R:3:nbo_charge:R:1
H -1.594840 1.583864 0.587154 -0.0599 -0.1757 0.0413 0.28
Cl -1.781478 0.199288 3.018015 -0.1141 -0.0383 -0.0798 0.36
C -1.518935 0.517608 0.336652 0.1015 0.6101 -0.3706 -0.60
C 0.782834 -0.055345 -0.471912 -0.6449 0.3534 -0.8863 -0.10
H -1.192756 -1.376035 1.402368 -0.0993 0.0204 0.1757 0.25
H 1.559622 0.281529 -2.422830 0.0201 0.0217 -0.0192 0.24
C -1.399509 -0.314952 1.525129 0.0942 -0.2693 -0.0123 0.17
C -0.485107 0.292548 -0.738993 0.4780 -0.1612 0.3444 -0.10
C 1.069365 -0.289408 0.891657 0.0292 0.0096 0.5219 0.29
H 2.069532 -1.236115 -1.671861 0.0511 0.0377 -0.0147 0.25
C 1.860854 -0.179665 -1.486663 0.2769 -0.2923 -0.2198 -0.63
H -2.487192 0.239847 -0.114118 -0.1766 -0.1070 0.2688 0.33
N 1.117384 -0.438981 2.031802 0.0997 -0.1136 0.3684 -0.27
H -0.785752 0.502460 -1.753965 -0.0262 0.0401 -0.0846 0.25
H 2.785978 0.273358 -1.132433 -0.0298 0.0645 -0.0332 0.25
```
Forces are in eV/Å.

Results
* relative energy (zero: lowest compared OMol25 entry of this formula, charge and spin): 0.0 kcal per mole
* net charge: +1
* M: 128.58 g mol⁻¹
* Kohn-Sham gap: 0.283 hartree

(3)
A 2-piece molecular cluster, C31H58F13N3O6PS overall, computed with ωB97M-V/def2-TZVPD.

Geometry as XYZ:
```
113
Properties=species:S:1:pos:R:3:forces:R:3:lowdin_charge:R:1
C -2.144722 2.674724 -3.982905 0.0877 -0.0312 -0.2545 -0.13
C -2.805264 -1.363567 0.626436 0.0519 0.1034 0.1588 -0.43
H -0.830866 0.815447 0.620251 0.0628 0.0106 -0.0343 0.10
C -0.324204 4.459498 -1.368287 -0.2116 0.2049 0.2730 -0.11
H -3.751252 4.408599 2.379657 -0.0966 -0.0310 -0.0375 0.02
H -4.079076 5.814841 0.248069 0.0293 -0.0258 -0.0012 0.05
C 3.929421 -8.048666 -0.452328 -0.0139 -0.1617 0.0467 -0.21
H -2.718759 1.798010 -1.533943 0.1451 0.1701 -0.2901 0.09
H -1.667708 0.662072 -3.283724 -0.0596 0.0202 0.1142 0.14
H 4.507896 -4.490113 0.721212 -0.0054 -0.0881 0.0185 0.07
C 2.223429 0.126027 -0.519632 0.1191 -0.0800 0.3392 -0.17
F -7.582155 0.057349 1.164772 -0.1244 0.0596 -0.0433 -0.12
F -3.809057 -1.301311 2.754231 0.0198 0.0678 0.0149 0.14
H 7.711045 -0.445135 0.298491 0.0280 0.0255 -0.0946 0.10
H 1.791808 3.517808 0.248329 -0.0168 0.1469 -0.0637 0.10
F -5.575674 0.454152 2.076482 0.0851 0.1424 -0.0701 -0.16
C -6.444275 -1.914060 2.078837 0.1564 0.3714 -0.2478 -0.45
H -3.910721 5.224775 -1.409774 -0.0228 -0.0673 -0.0503 0.04
C 6.727800 -0.878125 0.152274 -0.0996 -0.1067 0.3202 0.04
H 5.625928 -7.507075 0.694430 0.0131 -0.0876 0.0150 0.11
C 6.947178 -5.831737 -0.957837 -0.0922 0.0220 -0.1184 -0.20
C -3.529159 2.132856 -4.293565 -0.1139 0.2670 -0.0248 -0.24
S -6.957878 -0.149482 2.604445 0.1636 -0.0252 0.0377 0.77
C -0.977117 4.713344 3.290317 -0.2018 0.3879 0.0707 -0.27
H 1.549933 -5.826461 0.032362 0.0143 0.0029 0.0125 0.09
H 2.809369 1.360539 1.084687 -0.0879 -0.0352 0.1078 0.12
H 3.815839 -9.019065 0.037420 -0.0265 0.0073 0.0035 0.12
H -0.165507 3.089854 0.934975 -0.0366 -0.1683 0.0650 0.09
C -1.586054 0.680581 -0.149901 -0.0616 -0.2670 -0.0265 -0.10
C -4.356686 5.015787 -0.441354 0.0033 0.2723 0.0590 -0.26
H -0.259998 5.312817 -2.041761 0.0197 0.0239 0.0306 0.15
C -1.999358 3.258258 -0.172245 -0.2647 0.2938 0.4912 -0.49
H -0.459279 5.347465 1.308821 -0.0599 0.0729 -0.0534 0.11
H 1.897879 1.964587 -2.407989 0.1572 -0.0255 -0.0265 0.11
H -1.354058 6.696319 3.606354 0.0902 0.0437 0.1641 0.07
C -1.233394 4.730974 1.771311 0.0181 0.0540 0.1360 -0.18
C 5.323259 -4.458880 1.450322 0.0341 0.1426 0.0133 -0.09
O 5.823519 1.313828 0.564207 -0.0351 -0.2568 -0.1966 0.13
H 4.099640 0.832874 -1.342903 0.0092 -0.0042 -0.0658 0.13
H 1.090626 1.363198 0.862638 -0.0914 -0.1176 -0.0841 0.08
H 5.343086 -5.400493 2.003489 -0.0173 -0.0331 -0.0173 0.09
C -1.797833 1.951092 -0.971002 -0.3497 -0.1754 0.1999 -0.21
F -5.468590 -3.223364 0.425753 -0.0155 -0.2128 -0.0784 0.18
C -1.215096 3.337922 1.135489 0.6787 0.1843 -0.2694 -0.17
F -5.465956 -1.102900 0.046023 -0.0491 0.1553 -0.1715 0.13
H -3.012404 0.552535 1.480013 -0.1657 0.1301 -0.0439 0.12
C 0.220053 3.236464 -2.104432 0.3474 0.1353 -0.4494 -0.19
H -1.206007 -0.099770 -0.819640 -0.0089 0.0276 -0.0736 0.13
C 3.682431 -0.075510 -0.899701 -0.2188 0.1001 0.1287 -0.18
F -3.481639 -3.250108 1.854229 0.0134 0.0181 0.0287 0.17
H -3.735025 0.404549 -0.135261 -0.1187 -0.0184 0.1101 0.11
N 5.625180 -6.419584 -1.144640 -0.0199 0.0087 0.1255 -0.05
H -2.171292 5.246572 1.563055 0.0087 -0.0843 -0.0104 0.09
H 4.923587 -5.730910 -0.906487 -0.0140 0.0057 -0.0013 0.07
H -1.354063 3.784933 3.721439 0.1026 -0.0809 0.0293 0.11
H 7.264802 -6.098637 1.192801 -0.0894 -0.0165 -0.0191 0.11
H 2.770854 -5.682748 -1.251478 -0.0090 -0.0312 -0.0386 0.08
H -5.009613 1.519815 -3.138202 -0.0556 0.0789 -0.0455 0.10
H -2.599780 5.737841 3.963692 -0.0182 0.0373 0.1606 0.06
H 6.003126 -8.434832 -0.765091 0.0267 0.0003 0.0039 0.13
C 5.665376 0.142084 0.359039 0.0440 0.6130 0.1810 -0.51
F -6.307939 -0.313377 4.033019 -0.0304 -0.0203 0.0143 -0.11
H 3.275597 2.956587 -0.433561 -0.0031 0.0178 -0.0533 0.12
N -1.590810 5.813055 4.048876 -0.0105 -0.1455 -0.5395 0.00
H 0.097069 4.770889 3.465384 0.0408 -0.2489 0.1090 0.11
F -8.325583 -0.708755 3.147355 0.0149 0.0135 0.0408 -0.10
C 7.316813 -5.315829 0.427620 0.1927 -0.0192 0.0051 -0.22
H 3.615918 -8.159159 -1.494336 0.0366 0.0548 -0.0296 0.12
O 4.386848 -0.379763 0.306565 0.0769 -0.2914 -0.3231 -0.05
P -3.901768 3.349571 0.130834 -0.1981 -0.6450 -0.2559 1.02
F -2.930084 -1.980985 -0.580412 0.0676 0.0141 0.0426 0.13
H -4.007446 2.798090 -5.017791 -0.0495 -0.0144 0.0293 0.12
H -5.439505 5.010898 -0.564170 -0.0304 0.0620 0.0287 0.04
N -0.677181 2.013331 -2.013850 0.1026 -0.0366 0.2389 0.02
O -1.693687 4.355338 -1.027050 0.1265 -0.1166 -0.3357 -0.13
H 6.568159 -1.700009 0.851238 0.0689 -0.0755 -0.0773 0.08
C -1.193601 1.639727 -3.379110 -0.0084 -0.0373 -0.0386 -0.08
H 6.616493 -1.298100 -0.848377 0.0798 -0.0219 -0.0147 0.10
F -7.527195 -2.469987 1.564535 -0.4268 -0.1364 -0.2373 0.16
F -1.582096 -1.707829 1.123947 -0.1179 -0.0006 -0.0484 0.12
C -3.847470 -1.987038 1.594319 -0.0670 -0.1570 -0.2562 -0.36
H 3.794331 -0.907045 -1.600206 0.0276 0.0141 -0.0177 0.13
H 8.358084 -4.987277 0.386002 -0.0081 0.0163 0.0187 0.12
F -6.075022 -2.607321 3.139235 0.0866 -0.2872 0.5110 0.17
H 7.033843 -4.993762 -1.654574 0.0335 -0.0126 -0.0079 0.12
H 5.111984 -3.649082 2.149904 0.0196 -0.0052 0.0087 0.09
C 2.225914 -6.387496 -0.611456 -0.0273 -0.0409 0.0494 -0.12
C -5.307790 -2.030750 1.003682 0.1982 0.0305 0.2967 -0.36
H -0.306565 1.511699 -3.999001 0.0192 -0.0351 0.0040 0.14
O 3.087190 -7.124098 0.227841 0.0338 0.1142 -0.0600 -0.19
C 5.379279 -7.628605 -0.369234 0.0106 0.1566 -0.0116 -0.21
C 1.692376 2.871734 -1.833383 -0.3854 0.3528 -0.0113 -0.12
C 2.033452 1.387543 0.317507 0.0669 0.3331 -0.0618 -0.18
H -1.713607 3.053471 -4.910958 0.0367 -0.0124 0.0218 0.13
H -3.671932 2.654588 2.470416 -0.1184 -0.1197 -0.0252 0.04
H 1.942225 -0.732073 0.096249 -0.0858 -0.0340 -0.0881 0.13
C -4.133003 3.486468 1.939710 0.2281 0.3101 0.2725 -0.27
H -1.550038 2.575697 1.839373 -0.1850 0.0380 -0.0028 0.11
H 0.263446 4.706923 -0.485233 0.1096 -0.1399 0.0060 0.10
C -2.879436 0.142550 0.480193 0.3531 0.0178 0.0126 -0.07
C 2.204306 2.747829 -0.401832 0.3295 -0.5442 0.1416 -0.16
F -7.401557 1.311474 2.984630 -0.0517 -0.0782 0.0176 -0.10
H 0.209409 3.499880 -3.161606 -0.1964 -0.1482 -0.0179 0.14
H 1.600410 0.077548 -1.418271 -0.0140 0.0369 -0.0802 0.09
H 2.263510 3.655114 -2.336749 0.0196 0.0203 0.0352 0.13
H 1.630979 -7.047784 -1.250177 -0.0055 0.0130 -0.0226 0.09
H -0.045631 1.250703 -1.768713 0.0372 0.0473 0.1421 0.13
H 7.696878 -6.570068 -1.258242 0.0087 -0.0210 0.0181 0.12
H -5.204830 3.447711 2.127956 -0.0714 -0.0934 -0.0364 0.04
O -4.258359 2.118337 -3.074743 0.1012 -0.2530 0.0492 -0.08
H -3.478320 1.138786 -4.745479 0.0616 -0.0561 0.0143 0.13
H -2.259656 3.535410 -3.321897 -0.0345 0.0066 0.0736 0.12
O 6.572050 -4.182617 0.841755 -0.1206 0.0020 -0.0063 -0.20
```
Forces are in eV/Å.

Results
* relative energy (zero: lowest compared OMol25 entry of this formula, charge and spin): 0.0 kcal per mole
* net charge: +1
* M: 878.83 g mol⁻¹
* Kohn-Sham gap: 0.292 hartree

> What is the net charge in the second record?

+1